{"formula": "C23H41N4O4S2SiZr", "method": "wB97M-V/def2-TZVPD", "symbols": ["Zr", "C", "C", "S", "O", "C", "C", "H", "H", "H", "H", "H", "H", "H", "H", "H", "H", "C", "Si", "C", "C", "N", "C", "C", "C", "C", "C", "C", "H", "H", "H", "H", "H", "H", "H", "H", "H", "H", "H", "H", "H", "H", "N", "C", "C", "N", "C", "C", "H", "H", "H", "H", "H", "H", "H", "H", "H", "H", "H", "N", "C", "C", "C", "C", "C", "C", "S", "O", "O", "O", "H", "H", "H", "H", "H", "H"], "positions_angstrom": [[-0.515, -0.064, 0.537], [2.261, -4.609, 3.169], [1.901, -3.666, 1.989], [0.901, -2.379, 2.737], [0.234, -1.728, 1.408], [2.135, -1.317, 3.596], [3.635, -1.395, 3.391], [2.848, -5.485, 2.852], [1.377, -4.994, 3.615], [2.848, -4.137, 3.980], [1.327, -4.196, 1.286], [2.771, -3.170, 1.595], [1.790, -1.516, 4.645], [1.720, -0.256, 3.456], [4.074, -2.444, 3.681], [4.130, -0.645, 4.072], [3.852, -1.166, 2.365], [3.263, -0.099, 0.162], [2.645, 1.636, 0.450], [2.941, 2.675, -1.024], [3.186, 2.496, 1.944], [0.882, 1.256, 0.708], [-0.014, 2.481, 0.834], [-0.546, 2.842, 2.063], [-1.451, 3.924, 2.109], [-1.756, 4.606, 0.884], [-1.129, 4.250, -0.332], [-0.276, 3.171, -0.378], [4.329, -0.242, 0.347], [3.061, -0.213, -0.920], [2.639, -0.802, 0.707], [4.045, 2.659, -1.041], [2.621, 3.757, -0.930], [2.572, 2.407, -2.003], [2.885, 3.503, 2.078], [4.309, 2.515, 1.901], [2.850, 2.044, 2.878], [-0.137, 2.322, 2.972], [-1.803, 4.340, 3.042], [-2.468, 5.412, 0.932], [-1.361, 4.852, -1.213], [0.202, 2.880, -1.326], [-1.096, -1.097, -4.294], [-0.588, -2.271, -3.638], [-0.782, -2.086, -2.143], [-0.073, -0.837, -1.650], [-0.171, 0.347, -2.614], [-0.140, -0.010, -4.074], [-2.625, -0.227, -3.896], [-1.293, -1.335, -5.239], [0.494, -2.411, -3.916], [-1.020, -3.227, -3.905], [-0.435, -2.900, -1.476], [-1.819, -1.982, -1.947], [0.887, -1.174, -1.595], [0.599, 1.040, -2.206], [-1.096, 0.885, -2.435], [0.866, -0.292, -4.383], [-0.508, 0.876, -4.689], [-2.225, -0.051, 2.243], [-2.993, -0.197, 1.047], [-2.948, 0.937, 0.151], [-3.562, 0.778, -1.117], [-4.084, -0.440, -1.506], [-3.934, -1.583, -0.741], [-3.448, -1.446, 0.542], [-4.617, -0.420, -3.178], [-5.723, 0.460, -3.327], [-4.589, -1.761, -3.713], [-3.445, 0.381, -3.829], [-2.470, 0.801, 2.726], [-2.251, -0.835, 2.933], [-2.560, 1.850, 0.543], [-3.515, 1.578, -1.870], [-4.196, -2.536, -1.213], [-3.416, -2.321, 1.194]], "lowdin_charge": [1.773, -0.096, -0.335, 1.109, -0.711, -0.368, -0.099, 0.113, 0.071, 0.081, 0.087, 0.085, 0.113, 0.103, 0.125, 0.125, 0.029, -0.149, 0.400, -0.156, -0.145, -0.290, -0.392, -0.072, -0.011, 0.004, -0.027, -0.057, 0.063, 0.045, -0.017, 0.069, 0.081, 0.029, 0.038, 0.084, 0.034, 0.139, 0.122, 0.123, 0.135, 0.104, -0.061, -0.172, -0.140, -0.127, -0.162, -0.160, 0.065, 0.145, 0.147, 0.142, 0.138, 0.075, 0.109, 0.096, 0.094, 0.129, 0.171, 0.044, -0.348, -0.066, -0.008, -0.247, -0.011, 0.002, 0.602, -0.192, -0.239, -0.187, 0.122, 0.155, 0.081, 0.145, 0.154, 0.142], "relative_energy_kj_mol": 60.6, "orbital_gap_ev": 8.2, "lumo_energy_ha": -0.3551, "spin_multiplicity": 1, "total_energy_ha": -2553.02879, "charge": 3, "homo_energy_ev": -17.91}